Entry 1:
{"formula": "C17H40CoNP3S", "method": "the ωB97M-V functional and the def2-TZVPD basis", "elements": ["Co", "P", "P", "P", "H", "C", "C", "H", "C", "C", "C", "C", "C", "C", "C", "C", "C", "H", "H", "H", "H", "H", "H", "H", "H", "H", "H", "H", "H", "H", "H", "H", "H", "H", "H", "H", "H", "H", "H", "H", "H", "H", "H", "H", "H", "H", "C", "C", "C", "C", "C", "C", "S", "H", "H", "H", "H", "H", "H", "N", "H", "H", "H"], "coordinates": [[-1.371, 0.429, -0.676], [-0.350, -0.671, 1.322], [-0.968, -1.485, -1.887], [-3.373, -0.188, 0.252], [1.486, 5.044, 0.260], [0.774, 4.648, 0.997], [1.102, 3.960, 2.097], [2.130, 3.737, 2.458], [1.493, -0.554, 1.473], [-0.535, -2.473, 1.682], [-0.851, 0.117, 2.898], [-1.001, -0.899, -3.628], [0.613, -2.448, -1.775], [-2.199, -2.860, -1.893], [-3.869, 1.063, 1.526], [-3.861, -1.717, 1.144], [-4.549, -0.046, -1.152], [-0.274, 4.952, 0.834], [0.279, 3.742, 2.802], [1.831, 0.494, 1.448], [2.007, -1.110, 0.673], [1.793, -0.988, 2.438], [-0.057, -3.083, 0.904], [-1.593, -2.747, 1.741], [-0.051, -2.673, 2.651], [-0.894, 1.208, 2.776], [-0.108, -0.137, 3.667], [-1.842, -0.240, 3.204], [-1.316, -1.648, -4.371], [-0.018, -0.525, -3.950], [-1.714, -0.064, -3.683], [0.585, -3.471, -2.197], [0.924, -2.571, -0.730], [1.451, -1.962, -2.300], [-2.045, -3.670, -2.629], [-3.208, -2.478, -2.104], [-2.233, -3.356, -0.912], [-4.751, 1.639, 1.216], [-3.067, 1.781, 1.748], [-4.116, 0.553, 2.467], [-4.953, -1.740, 1.296], [-3.378, -1.729, 2.132], [-3.566, -2.611, 0.580], [-5.163, 0.862, -1.079], [-5.216, -0.915, -1.138], [-4.036, -0.032, -2.125], [-2.965, 3.894, -1.510], [-3.696, 4.013, -2.704], [-4.261, 5.232, -3.087], [-4.138, 6.353, -2.244], [-3.355, 6.266, -1.083], [-2.824, 5.040, -0.695], [-2.353, 2.260, -0.861], [-1.386, 1.531, -1.837], [-3.838, 3.143, -3.354], [-4.826, 5.328, -4.021], [-4.669, 7.279, -2.474], [-3.166, 7.167, -0.495], [-2.287, 4.955, 0.253], [0.630, 1.137, -0.976], [0.778, 1.490, -1.935], [1.304, 0.375, -0.801], [0.808, 1.915, -0.312]], "mulliken_charge": [-0.029, 0.920, 1.179, 1.197, 0.334, -0.346, -0.552, 0.322, -1.523, -1.206, -1.035, -1.360, -1.037, -1.373, -1.243, -1.662, -1.167, 0.080, 0.248, 0.423, 0.359, 0.541, 0.318, 0.319, 0.505, 0.161, 0.514, 0.322, 0.455, 0.366, 0.350, 0.461, 0.129, 0.391, 0.513, 0.383, 0.327, 0.419, 0.399, 0.444, 0.538, 0.447, 0.355, 0.394, 0.450, 0.392, 0.745, -0.356, -0.727, -0.334, -0.796, -0.315, 0.017, 0.160, 0.407, 0.423, 0.443, 0.439, 0.359, -0.619, 0.353, 0.236, 0.143], "total_charge": 3, "homo_lumo_gap_ha": [0.28964, 0.17564], "e_tot_ha": -3530.39421, "de_lowest_ev": 3.253, "spin_multiplicity": 5}

---

Entry 2:
{"formula": "C17H40HgN2O7S", "method": "the ωB97M-V functional and the def2-TZVPD basis", "elements": ["Hg", "C", "C", "O", "O", "H", "H", "H", "C", "C", "C", "O", "H", "H", "H", "H", "H", "H", "H", "C", "C", "C", "O", "C", "N", "H", "H", "H", "H", "H", "H", "H", "H", "H", "H", "H", "C", "C", "C", "O", "C", "N", "H", "H", "H", "H", "H", "H", "H", "H", "H", "H", "H", "C", "C", "C", "S", "O", "O", "C", "H", "H", "H", "H", "H", "H", "H", "H"], "coordinates": [[-0.370, -0.658, -0.008], [2.962, 1.167, 2.108], [1.942, 0.346, 1.346], [1.321, -0.546, 1.971], [1.671, 0.644, 0.141], [2.466, 1.813, 2.837], [3.385, 1.866, 1.382], [3.703, 0.569, 2.627], [0.445, -4.092, -1.904], [0.433, -3.788, -0.406], [1.830, -3.397, 0.089], [-0.516, -2.870, 0.007], [0.632, -3.228, -2.547], [-0.456, -4.614, -2.230], [1.274, -4.793, -2.064], [0.150, -4.730, 0.099], [1.991, -2.341, -0.171], [2.641, -3.963, -0.377], [1.867, -3.458, 1.176], [-3.329, -0.670, 3.836], [-2.397, 0.071, 2.890], [-1.140, 0.520, 3.591], [-1.449, 1.429, 4.611], [-0.291, 1.933, 5.232], [-1.942, -0.888, 1.822], [-4.253, -0.925, 3.317], [-3.627, 0.028, 4.629], [-2.874, -1.495, 4.381], [-2.911, 0.867, 2.350], [-0.453, 0.991, 2.875], [-0.546, -0.352, 3.906], [0.446, 2.361, 4.538], [0.175, 1.125, 5.807], [-0.560, 2.759, 5.889], [-1.594, -1.703, 2.324], [-2.813, -1.151, 1.370], [-4.019, 1.120, -2.267], [-2.556, 0.943, -1.817], [-2.337, 1.943, -0.684], [-1.150, 1.692, 0.055], [-0.737, 2.798, 0.812], [-2.332, -0.470, -1.425], [-4.679, 0.706, -1.504], [-4.196, 0.649, -3.232], [-4.246, 2.186, -2.360], [-1.899, 1.166, -2.656], [-3.177, 2.047, 0.018], [-2.216, 2.922, -1.168], [-0.663, 3.713, 0.207], [0.253, 2.632, 1.226], [-1.458, 3.034, 1.606], [-2.335, -1.051, -2.258], [-3.147, -0.786, -0.905], [3.531, 1.471, -3.765], [4.073, 0.030, -3.676], [3.207, -0.701, -2.670], [1.566, -0.303, -3.262], [0.553, -0.305, -2.239], [1.359, -0.967, -4.527], [2.021, 1.421, -3.668], [3.951, 2.025, -4.603], [3.983, 1.962, -2.898], [5.132, 0.061, -3.421], [4.010, -0.476, -4.643], [3.219, -0.200, -1.694], [3.451, -1.752, -2.555], [1.572, 2.043, -2.893], [1.453, 1.619, -4.577]], "mulliken_charge": [2.930, -1.180, 0.816, -0.700, -0.789, 0.142, 0.328, 0.372, -1.315, 0.522, -0.798, -0.834, 0.168, 0.340, 0.442, 0.160, -0.217, 0.456, 0.206, -1.546, 0.408, -0.114, -0.431, -0.665, -0.322, 0.460, 0.380, 0.336, -0.010, -0.348, 0.485, 0.167, 0.329, 0.307, 0.197, 0.167, -1.537, 0.571, -1.381, 0.027, -0.916, -0.489, 0.405, 0.396, 0.393, 0.170, 0.443, 0.491, 0.347, 0.081, 0.350, 0.275, 0.170, -0.641, -0.942, -0.146, 0.730, -0.812, -0.706, -0.583, 0.329, 0.333, 0.395, 0.362, -0.013, 0.462, 0.113, 0.468], "total_charge": 0, "homo_lumo_gap_ha": 0.28178, "e_tot_ha": -1859.46434, "de_lowest_ev": 0.464, "spin_multiplicity": 1}

---

Entry 3:
{"formula": "C17H40IrNOP3", "method": "the ωB97M-V functional and the def2-TZVPD basis", "elements": ["Ir", "P", "P", "P", "H", "C", "C", "H", "C", "C", "C", "C", "C", "C", "C", "C", "C", "H", "H", "H", "H", "H", "H", "H", "H", "H", "H", "H", "H", "H", "H", "H", "H", "H", "H", "H", "H", "H", "H", "H", "H", "H", "H", "H", "H", "H", "C", "C", "C", "C", "C", "C", "O", "H", "H", "H", "H", "H", "H", "N", "H", "H", "H"], "coordinates": [[-0.163, -1.034, 1.235], [0.170, -2.624, -0.208], [2.046, -0.356, 1.459], [-2.082, -0.162, 0.334], [0.953, 4.398, 1.289], [-0.077, 4.165, 1.583], [-0.371, 3.706, 2.814], [0.406, 3.582, 3.577], [0.879, -2.225, -1.835], [1.266, -3.889, 0.522], [-1.320, -3.562, -0.680], [2.185, 1.427, 1.828], [2.828, -1.257, 2.849], [3.166, -0.518, 0.037], [-2.258, 1.605, 0.730], [-3.526, -1.006, 1.082], [-2.244, -0.286, -1.468], [-0.860, 4.401, 0.853], [-1.407, 3.563, 3.148], [0.116, -1.800, -2.499], [1.272, -3.139, -2.297], [1.692, -1.503, -1.738], [1.086, -4.838, 0.002], [1.024, -4.015, 1.585], [2.319, -3.605, 0.420], [-1.007, -4.570, -0.983], [-1.818, -3.075, -1.524], [-2.007, -3.638, 0.169], [3.233, 1.731, 1.690], [1.878, 1.659, 2.859], [1.563, 1.985, 1.114], [3.916, -1.299, 2.704], [2.433, -2.279, 2.905], [2.612, -0.734, 3.789], [4.137, -0.073, 0.307], [2.735, 0.059, -0.793], [3.318, -1.569, -0.237], [-2.892, 2.093, -0.025], [-1.286, 2.117, 0.740], [-2.732, 1.717, 1.716], [-4.359, -1.027, 0.366], [-3.840, -0.455, 1.979], [-3.272, -2.033, 1.368], [-3.006, 0.439, -1.796], [-2.543, -1.292, -1.780], [-1.288, -0.017, -1.938], [0.611, 1.670, -2.235], [1.144, 0.909, -3.353], [0.473, 0.873, -4.558], [-0.620, 1.720, -4.788], [-1.022, 2.630, -3.798], [-0.388, 2.662, -2.571], [0.914, 1.396, -1.028], [-0.751, -2.312, 2.034], [2.021, 0.293, -3.158], [0.824, 0.182, -5.332], [-1.142, 1.680, -5.742], [-1.840, 3.327, -3.983], [-0.681, 3.343, -1.769], [-0.547, 0.087, 3.021], [0.115, -0.170, 3.753], [-1.482, -0.161, 3.344], [-0.508, 1.105, 2.907]], "mulliken_charge": [0.656, 0.455, 0.625, 0.722, 0.326, -0.119, -0.353, 0.409, -1.022, -1.219, -1.152, -0.802, -1.117, -1.270, -0.704, -1.204, -0.728, 0.377, 0.411, 0.350, 0.550, 0.048, 0.507, 0.385, 0.367, 0.507, 0.365, 0.329, 0.565, 0.398, -0.182, 0.455, 0.330, 0.431, 0.632, 0.015, 0.424, 0.610, -0.510, 0.506, 0.462, 0.421, 0.366, 0.578, 0.349, -0.458, 0.175, -0.317, -0.180, -0.577, -0.291, -0.190, -0.392, 0.101, 0.646, 0.493, 0.513, 0.491, 0.474, -0.699, 0.334, 0.363, -0.033], "total_charge": 4, "homo_lumo_gap_ha": [0.20383, 0.13989], "e_tot_ha": -1928.38739, "de_lowest_ev": 0.000, "spin_multiplicity": 6}